Formula: C2HNO3
Source: OMol25
Level of theory: ωB97M-V with the def2-TZVPD basis set

Summary:
**Energy above the lowest of the compared OMol25 structures with the same formula, charge and spin**: 861.9 kJ/mol
**Strongest force on any atom**: 2.5 eV/Å
**Frontier orbital gap (alpha / beta)**: 8.9 / 8.3 eV
**Electronic energy**: -9713.4959 eV

```
7
Properties=species:S:1:pos:R:3:forces:R:3
C 1.08498 -0.18380 -0.18860 -0.34 0.90 1.70
C 0.55292 0.21029 -1.35749 -0.80 -0.35 -2.29
N -1.09198 -0.21280 0.31165 0.82 0.17 -0.21
O -1.62443 -1.24833 0.08470 -0.36 0.14 0.29
O -1.39421 0.78108 0.89770 -0.27 -0.35 -0.13
O 1.22713 1.12742 -0.56605 0.44 0.40 0.38
H 1.24559 -0.47387 0.81810 0.52 -0.91 0.26
```
Forces are in eV/Å.

Formally, the natural (NBO) partial charges of the atoms, in units of the elementary charge, are as follows: C 0.026; C 0.229; N 0.495; O -0.295; O -0.306; O -0.407; H 0.257